No. 1
102
Properties=species:S:1:pos:R:3:forces:R:3 method="wB97M-V/def2-TZVPD" relative_energy_kcal_mol=20.27 spin_multiplicity=1 total_charge=+1
Ba 0.17397 -0.09120 0.13853 0.3960 0.7724 -0.1464
S 1.99269 2.48048 0.95394 -0.1279 0.0092 0.0347
P -0.59450 3.20680 -0.73691 -0.1172 -0.1355 -0.0888
P -0.00985 1.24246 -3.19676 -0.0727 -0.0605 0.0599
O -2.13797 -1.20057 0.29653 0.0951 -0.1981 0.0180
O 4.23398 5.14660 6.80488 0.1175 0.0613 -0.0252
O 5.88088 3.74349 6.35086 0.1004 0.1404 -0.0923
O 0.23058 -0.18222 2.72535 0.2006 -0.2112 -0.0303
N 0.31768 -2.92722 -0.00004 -0.0473 0.1108 0.0629
N -5.01406 -0.18966 2.72007 -0.0955 -0.0167 0.0238
N -1.55635 0.52954 4.44198 -0.0424 0.0045 -0.0477
N 2.59076 -1.03858 1.06617 -0.3474 -0.0144 0.0063
C 2.72119 3.92209 4.65981 -0.0041 0.0154 0.0018
C 3.15534 -0.78330 2.16913 0.0330 -0.0950 0.1050
C 4.83239 3.30454 3.71041 0.0032 0.0167 0.0202
C 4.19347 2.89653 2.55770 -0.0098 -0.0263 -0.0418
C 1.63394 -3.45874 -0.37335 0.1159 0.0307 0.0605
C 3.38590 -1.58646 -0.01762 0.0281 -0.0267 -0.1536
C -3.67051 -2.06191 1.85699 -0.0374 0.1714 0.0085
C 2.79605 2.97678 2.42415 0.1017 -0.1182 -0.0630
C -3.63185 2.94046 -4.21099 -0.0296 0.0306 0.0158
C 1.38080 2.42802 -3.39372 -0.0161 -0.0208 0.0154
C 3.10420 0.57280 5.66223 -0.0579 0.0336 0.0358
C -0.53938 0.76238 5.23238 0.0077 -0.0128 0.0277
C -2.52234 -2.18442 0.98007 -0.1184 -0.0237 0.0870
C 4.84196 4.23655 6.00403 -0.2529 -0.2943 0.2296
C 0.20760 4.82246 -1.05084 0.0153 -0.0029 0.0344
C -3.91222 3.77378 -3.13962 -0.0062 -0.0072 -0.0226
C -4.13319 -3.15226 2.64542 0.0191 -0.0953 0.0250
C -3.00379 3.86948 -2.09831 0.0405 -0.0050 0.0203
C -2.45126 2.21505 -4.23534 0.0236 -0.0178 -0.0005
C -4.28896 -0.80948 1.80861 0.0856 0.0052 -0.0755
C -1.61360 3.64408 0.72541 -0.0355 -0.0719 0.0080
C 2.52714 -2.38982 -0.99797 0.2159 -0.1584 -0.2782
C 1.15219 0.03422 3.58756 -0.2243 -0.0355 0.1383
C -2.95423 0.73514 4.76776 -0.0148 -0.0314 -0.0066
C -3.53450 -4.37205 2.59005 -0.0501 0.0894 0.0015
C -1.84716 -3.46798 1.01882 0.0690 -0.0785 -0.0085
C 2.07913 3.49140 3.51236 -0.0183 0.0093 0.0095
C -1.81847 3.13662 -2.10136 -0.0056 0.0830 0.0203
C -0.03283 0.55618 -4.89788 0.0353 -0.0483 0.0519
C 4.16911 0.83110 6.68942 -0.0546 -0.0105 -0.0057
C 4.10645 3.83744 4.77577 0.0819 0.0772 -0.0751
C -1.52852 2.29469 -3.18958 -0.0202 -0.0005 -0.1029
C 3.43998 0.05520 4.39679 0.0508 -0.0298 -0.0116
C 1.77850 0.80137 5.88320 0.0437 -0.0521 -0.0206
C -2.37772 -4.48061 1.77565 0.0331 -0.0114 -0.0276
C -4.04144 -5.56875 3.34300 0.0196 0.0119 -0.0202
C 0.79932 0.53015 4.89346 -0.0061 0.0741 0.0277
C 2.54867 -0.21935 3.37810 0.1024 0.0198 0.0145
C -0.53848 -3.76484 0.40892 -0.0566 -0.0041 0.1021
C -3.73381 -0.58957 4.80225 -0.0323 -0.0057 0.0010
C -5.11484 -0.49784 4.15336 0.0530 -0.0107 0.0198
H -2.39019 2.88859 0.87115 -0.0118 0.0159 0.0140
H -0.12870 1.33516 -5.65519 0.0032 -0.0145 -0.0209
H -4.82740 4.35126 -3.11924 -0.0009 -0.0023 -0.0023
H -3.26070 -5.99374 3.97565 -0.0078 -0.0059 0.0072
H -4.11807 -0.23322 0.90375 0.0068 -0.0005 0.0049
H -3.22216 4.53235 -1.26964 0.0084 -0.0022 0.0034
H 3.74208 1.26574 7.59282 0.0007 -0.0102 0.0061
H -0.76905 1.15149 6.22154 -0.0040 0.0073 -0.0006
H -1.26413 0.15690 3.52633 0.0155 0.0148 -0.0055
H -3.37549 1.40600 4.01477 -0.0008 0.0008 -0.0002
H -0.94346 3.63250 1.58643 0.0131 0.0072 -0.0045
H -0.28972 -4.83401 0.43344 0.0092 -0.0003 -0.0481
H -2.08165 4.62659 0.65427 -0.0047 0.0012 -0.0116
H -5.41621 0.68758 2.42993 -0.0157 -0.0034 0.0066
H 3.49412 5.54886 6.33739 -0.0350 0.0369 -0.0366
H 4.92229 1.52475 6.31685 0.0361 -0.0291 -0.0167
H -0.83081 -0.17533 -5.01818 -0.0153 0.0126 -0.0117
H -3.01626 1.25121 5.72580 0.0193 0.0145 -0.0007
H -3.15063 -1.35482 4.29066 0.0116 -0.0083 0.0122
H 0.90494 5.01674 -0.23617 0.0002 -0.0089 -0.0012
H -1.85369 -5.43259 1.77407 -0.0172 -0.0070 0.0090
H 4.67238 -0.09702 6.96711 0.0120 0.0141 0.0086
H 1.44899 1.19289 6.84090 -0.0027 0.0028 -0.0011
H -5.70120 0.30650 4.59625 0.0124 0.0135 0.0020
H -5.67687 -1.41496 4.31320 -0.0093 -0.0040 -0.0160
H 1.12775 3.24913 -4.06553 -0.0006 0.0074 0.0053
H 5.90905 3.23103 3.80408 -0.0114 -0.0060 -0.0066
H 2.22311 1.87693 -3.81617 -0.0021 -0.0019 -0.0036
H 3.85083 -0.75682 -0.56063 -0.0060 0.0066 0.0161
H 4.20213 -2.21999 0.34982 -0.0394 0.0116 0.1010
H 0.99960 3.55135 3.44087 -0.0069 0.0051 0.0038
H 0.91484 0.03862 -5.05206 -0.0005 -0.0018 0.0056
H 1.92222 -1.74090 -1.64476 -0.0292 0.0506 0.0990
H 2.12080 4.29130 5.48603 -0.0070 -0.0005 -0.0115
H -4.88569 -5.30390 3.97754 -0.0018 -0.0070 0.0041
H 1.69401 2.81605 -2.42552 0.0154 0.0176 -0.0105
H -2.26280 1.57783 -5.08721 0.0097 -0.0072 0.0024
H -4.36909 -6.35141 2.65686 -0.0018 -0.0070 0.0091
H 4.76842 2.50915 1.72525 -0.0012 0.0083 0.0089
H 0.76534 4.80037 -1.98484 -0.0081 -0.0011 -0.0037
H 1.52472 -4.30238 -1.05988 -0.0867 0.0309 -0.0288
H -0.54299 5.61272 -1.10686 0.0014 0.0040 0.0082
H 4.49078 -0.14616 4.20820 -0.0040 0.0068 -0.0165
H -3.85422 -0.93550 5.82934 -0.0164 0.0123 0.0045
H -5.02506 -3.03376 3.24729 0.0076 0.0006 0.0049
H 3.21615 -2.87784 -1.69164 -0.0007 0.0058 0.0116
H 4.22368 -1.00403 2.29414 -0.0010 -0.0029 -0.0460
H -4.32936 2.85611 -5.03421 0.0004 -0.0006 0.0006
H 2.12030 -3.84362 0.52900 -0.0200 -0.0119 0.0031


No. 2
86
Properties=species:S:1:pos:R:3:forces:R:3 method="wB97M-V/def2-TZVPD" spin_multiplicity=1 total_charge=0
P 4.08164 -3.62980 1.29394 7.7137 0.5316 0.4406
O 3.98212 -4.40175 0.00052 -3.8833 0.5447 1.1022
O 0.74691 2.43922 -1.07980 -0.3152 -0.4098 0.4938
O 3.79104 -2.94606 2.78852 -2.3642 -0.8572 -1.8353
O 5.33009 -4.50052 1.92768 -0.7592 0.0800 0.3204
O -6.26017 -2.82632 -0.65635 -0.3863 -1.4474 -0.4744
O 4.82474 -2.25922 0.75227 -0.8404 -0.2658 0.1066
O -0.15236 -0.96777 1.02469 -0.5349 0.6872 2.1917
O -2.73990 -2.28396 0.70184 -0.4509 0.7540 1.3193
O -6.19371 -0.76676 -1.40354 0.8802 0.3097 1.2332
O -3.17438 -3.44390 -1.12545 0.4582 0.4702 -0.1673
O 0.78752 0.20362 -0.68620 -1.4666 -0.5913 -0.4178
C -2.16189 6.07316 0.87712 0.3228 -0.0756 0.6537
C 2.94858 -0.68791 0.92694 0.4566 -0.0977 0.3180
C -1.35904 2.06404 -2.81453 -0.2617 -0.5251 -0.6999
C -2.72144 2.11789 -3.60952 0.0677 0.9173 0.3181
C -0.00555 -2.13484 -1.03434 0.4516 0.5991 0.5234
C 6.82586 -5.45521 0.26068 0.2603 0.0263 0.1261
C -6.12048 -1.30080 1.11271 -0.4681 0.4549 0.3188
C -4.00868 1.92055 -2.76039 0.0985 -0.9654 -0.1320
C 6.05002 -2.27495 3.60285 0.0922 0.2317 -0.3733
C -6.18403 -1.68275 -0.37316 0.1247 0.3432 0.4796
C -0.92902 5.13816 1.07480 -0.7901 -0.9921 -0.2516
C -4.41588 0.39655 -2.61827 -0.6895 1.3801 0.5150
C 4.01010 -1.32025 0.04618 -0.1641 0.3329 -0.1449
C 0.17506 -0.90848 -0.09437 0.2224 -0.8907 -2.6372
C -5.17742 0.25084 -1.26270 0.3047 0.2410 -0.6222
C -0.05633 1.35959 -0.65894 -0.5271 0.9712 0.1510
C -1.36558 1.19657 -1.53032 0.3658 0.2210 0.1235
C -0.80996 -3.28023 -0.36505 0.0199 -0.4125 -0.8680
C -2.29981 -2.92280 -0.18224 0.6683 -0.8435 -1.0186
C 0.70247 3.53093 -0.15847 0.1903 1.1336 -0.2336
C 5.78799 -5.71594 1.33855 0.1840 -0.1568 -0.2664
C -0.55955 5.42432 -1.42353 -0.1074 -1.8350 -0.3331
C -1.33494 4.07946 2.15699 -0.0095 0.7556 0.0343
C 4.72986 -2.96853 3.87285 0.4022 -0.4346 0.7868
C -0.61240 4.35980 -0.25108 0.0308 1.2456 0.0789
H -1.54282 5.36169 -1.93330 0.4912 0.6531 0.2646
H -2.19938 1.42724 -0.83534 0.3118 0.0075 -0.5572
H -0.32442 6.43775 -1.06632 -0.0504 -0.4461 -0.2790
H -1.51654 0.14547 -1.84926 0.2300 0.4538 0.3523
H -6.56923 -0.32007 1.36009 0.3945 -0.3136 -0.3233
H -2.96229 -3.10285 -2.00981 0.0629 -0.4226 0.1740
H 6.23733 -6.30100 2.14451 -0.0186 0.1585 0.0901
H -2.66016 1.44354 -4.48601 -0.3764 0.1163 0.5684
H 4.67550 -0.54705 -0.33926 0.1241 -0.1439 0.0324
H 0.17298 5.06989 -2.18202 -0.2723 0.5014 0.4319
H -6.72219 -2.06188 1.64708 0.3719 0.3409 -0.4317
H 6.58178 -2.67766 2.74347 -0.1170 -0.1124 0.0505
H -0.32030 -3.60915 0.56983 -0.5446 0.4787 -0.2601
H -5.66761 1.21026 -0.99569 0.2147 -0.4792 -0.1903
H -2.07848 3.39266 1.70138 0.5284 0.1595 0.2577
H -2.78480 3.14554 -4.03389 0.1290 -0.6395 0.0916
H -0.76778 -4.14993 -1.05493 -0.0015 0.4909 0.3957
H 0.93032 3.21105 0.87912 -0.2293 -0.1059 -0.5280
H 1.52040 4.21563 -0.47369 -0.3329 -0.5219 0.2357
H 5.89762 -1.21146 3.41044 -0.0163 -0.0029 0.1011
H -5.12946 0.15614 -3.43125 0.5962 -0.1476 0.3753
H -1.86787 4.57343 2.99740 0.5068 -0.3004 -0.3338
H -3.51601 -0.24283 -2.65972 -0.5758 0.1309 -0.0350
H -2.48931 6.41665 1.87983 0.1147 -0.0957 -0.5407
H -4.86697 2.46912 -3.20163 0.5088 -0.3197 0.1665
H -0.46678 3.52545 2.55493 -0.5272 0.0977 -0.1793
H -3.89464 2.32628 -1.73045 0.1922 -0.0120 -0.6800
H 4.95187 -6.30356 0.96065 -0.0167 0.1699 -0.0910
H 2.23095 -1.43508 1.27423 0.0755 0.0114 0.0835
H -1.94905 6.98153 0.28473 -0.2137 -0.6129 0.0982
H 3.54590 -1.81713 -0.81258 0.0826 -0.0070 -0.0426
H 6.52950 -4.65921 -0.42029 -0.2319 -0.0958 -0.0275
H 4.87932 -3.99581 4.20629 0.0634 0.0242 -0.1796
H 3.40128 -0.24163 1.81412 0.0270 -0.0732 -0.0023
H -4.43518 0.00655 -0.47344 -0.5694 -0.0011 -0.2650
H 1.02666 -2.50394 -1.22534 -0.6296 0.2370 -0.3328
H -0.03834 5.73826 1.34875 -0.4020 -0.3233 0.1142
H -1.01950 3.09959 -2.66368 -0.1061 -0.5780 0.3434
H -1.48105 3.69018 -0.43829 0.5608 0.2466 0.1419
H -0.61698 1.59708 -3.49961 -0.2531 0.4479 0.4422
H 7.01339 -6.36486 -0.31355 -0.0104 0.0404 0.0065
H -2.99912 5.48417 0.45273 0.3757 0.4313 0.0052
H 6.70724 -2.38602 4.46914 -0.1856 0.0240 0.0762
H 7.76843 -5.14433 0.71779 -0.0198 -0.0299 -0.0131
H -0.36176 1.59200 0.38541 0.1594 -0.6027 -0.4193
H 4.23779 -2.45209 4.70056 -0.2904 0.0417 -0.2592
H -5.10079 -1.36399 1.53463 -0.3613 0.0873 -0.5137
H -0.48695 -1.77531 -1.96660 0.5323 -0.3374 0.3107
H 2.39602 0.07376 0.38798 0.4025 -0.0562 0.1152


Lowest unoccupied orbital energy for the records above, in order: -3.51; -0.74 eV
Frontier orbital gap for the records above, in order: 5.2; 9.2 eV